Record 1
A molecular structure, C5H6O. Source: OMol25; level of theory: wB97M-V/def2-TZVPD.

Values from the calculation:
relative energy (zero: lowest compared OMol25 entry of this formula, charge and spin): 6.793 eV
frontier orbital gap (alpha / beta): 8.787 / 8.156 eV
lowest unoccupied orbital energy (alpha / beta): 0.4770 / 0.1510 eV

Atoms and positions in Å:
C 2.4711 -1.2652 -0.6494
C 1.4658 -0.7207 -0.2748
C 0.2801 -0.0182 0.1936
C -1.0225 -0.7590 0.2901
O -1.5759 -0.0579 -0.6818
C -0.4833 0.7564 -0.8694
H 3.3542 -1.7631 -0.9837
H 0.4775 0.5343 1.1205
H -1.6264 -1.1492 1.1038
H -1.6994 1.6269 1.6535
H -1.4565 1.9119 1.0027
H -0.1848 0.9039 -1.9052

Results of the Mulliken charge analysis, in e, for atoms 1 through 2: C 0.3344; C -1.0155

=====

Record 2
A molecular structure, C5H6O. Source: OMol25; level of theory: wB97M-V/def2-TZVPD.

Values from the calculation:
relative energy (zero: lowest compared OMol25 entry of this formula, charge and spin): 5.928 eV
frontier orbital gap (alpha / beta): 6.888 / 6.889 eV
lowest unoccupied orbital energy (alpha / beta): -0.6174 / -0.6168 eV

Atoms and positions in Å:
C -1.1961 -0.7072 -0.0973
C -0.3445 0.1913 0.8090
C 0.8802 -0.2716 1.3145
O 1.7461 -0.1482 0.3425
C 0.8954 0.6377 -0.5022
C 1.0517 1.1719 -1.6318
H -1.7688 -0.0795 -0.7869
H -0.5869 -1.3892 -0.6949
H -1.8944 -1.2952 0.5091
H -0.9662 0.7715 1.4967
H 1.2561 -0.5537 2.2948
H 0.3923 1.6798 -2.3169

Results of the Mulliken charge analysis, in e, for atoms 1 through 2: C -1.0497; C -0.0995

=====

Record 3
A molecular structure, C5H6O. Source: OMol25; level of theory: wB97M-V/def2-TZVPD.

Values from the calculation:
relative energy (zero: lowest compared OMol25 entry of this formula, charge and spin): 4.423 eV
frontier orbital gap (alpha / beta): 8.257 / 8.258 eV
lowest unoccupied orbital energy (alpha / beta): -0.1225 / -0.1220 eV

Atoms and positions in Å:
O 1.1749 -0.4362 1.4372
C 1.0827 -0.2500 0.1542
C 0.0406 -1.1700 -0.3816
C -1.0599 -0.1547 0.0589
C -0.4972 1.1030 -0.3419
C 0.8901 1.0728 -0.3419
H 0.0414 -2.1268 0.1396
H 0.0186 -1.3017 -1.4692
H -2.1114 -0.3590 -0.1512
H -0.0485 -0.3150 1.4787
H -1.0744 2.0213 -0.4274
H 1.5430 1.9162 -0.1554

Results of the Mulliken charge analysis, in e, for atoms 1 through 2: O -0.4692; C 0.4029

=====

Record 4
A single C5H6O molecule. Source: OMol25; level of theory: wB97M-V/def2-TZVPD.

Values from the calculation:
SMILES string: Cc1ccco1
relative energy (zero: lowest compared OMol25 entry of this formula, charge and spin): 2.841 eV
frontier orbital gap: 9.492 eV
lowest unoccupied orbital energy: 0.9480 eV

Atoms and positions in Å:
C 1.2467 1.2394 0.5103
C 0.2702 0.2361 0.0694
C 0.0925 -1.0559 0.3694
C -1.1559 -1.5037 -0.2290
C -1.6687 -0.3300 -0.7472
O -0.8414 0.7094 -0.5816
H 2.0843 0.7324 0.9941
H 0.7108 1.8369 1.2484
H 1.6059 1.8854 -0.2936
H 0.7649 -1.7222 0.8971
H -0.5067 -1.9460 -1.0000
H -2.6026 -0.0818 -1.2374

Results of the Mulliken charge analysis, in e, for atoms 1 through 2: C -1.1245; C 0.4311

=====

What did the first record say?
A molecular structure, C5H6O. Source: OMol25; level of theory: wB97M-V/def2-TZVPD.

Values from the calculation:
relative energy (zero: lowest compared OMol25 entry of this formula, charge and spin): 6.793 eV
frontier orbital gap (alpha / beta): 8.787 / 8.156 eV
lowest unoccupied orbital energy (alpha / beta): 0.4770 / 0.1510 eV

Atoms and positions in Å:
C 2.4711 -1.2652 -0.6494
C 1.4658 -0.7207 -0.2748
C 0.2801 -0.0182 0.1936
C -1.0225 -0.7590 0.2901
O -1.5759 -0.0579 -0.6818
C -0.4833 0.7564 -0.8694
H 3.3542 -1.7631 -0.9837
H 0.4775 0.5343 1.1205
H -1.6264 -1.1492 1.1038
H -1.6994 1.6269 1.6535
H -1.4565 1.9119 1.0027
H -0.1848 0.9039 -1.9052

Results of the Mulliken charge analysis, in e, for atoms 1 through 2: C 0.3344; C -1.0155